10
Properties=species:S:1:pos:R:3 method="wB97M-V/def2-TZVPD" relative_energy_kcal_mol=97.49 orbital_gap_ha="0.2055 / 0.2055" total_charge=-1 lumo_energy_ev="2.64 / 2.64"
C 0.23 0.07 -0.53
C 0.32 -0.05 0.88
C -0.90 -0.56 -0.89
C -0.40 -0.54 1.82
P -1.81 -1.00 0.67
S 2.94 2.12 -0.09
H 0.87 0.74 -1.28
H 1.70 2.09 0.41
H -1.32 -0.55 -1.84
H -1.64 -2.34 0.84

---

24
Properties=species:S:1:pos:R:3 method="wB97M-V/def2-TZVPD" relative_energy_kcal_mol=25.25 smiles=Cc1c[nH]cn1.Cc1c[nH]cn1 orbital_gap_ha=0.3311 total_charge=0 lumo_energy_ev=0.71
C 1.64 -0.99 -1.27
C 1.99 -1.04 0.18
C 2.49 -0.03 0.95
N 2.78 -0.63 2.16
C 2.39 -1.92 2.09
N 1.95 -2.21 0.89
H 0.59 -0.97 -1.53
H 1.92 -1.91 -1.79
H 2.14 -0.12 -1.70
H 2.85 0.96 0.74
H 2.89 -0.11 3.02
H 2.37 -2.55 2.96
C -1.99 2.66 -1.44
C -2.17 1.42 -0.63
C -1.30 0.38 -0.48
N -1.96 -0.61 0.20
C -3.26 -0.22 0.29
N -3.41 0.99 -0.18
H -2.50 2.37 -2.37
H -0.94 2.82 -1.66
H -2.67 3.46 -1.14
H -0.33 0.25 -0.93
H -1.49 -1.29 0.77
H -3.98 -0.72 0.91

---

Result set for DFT total energy: -24332.8260 -14450.4570 eV, one per record in the order listed.
Result set for max |F|: 3.7 2.3 eV Å⁻¹, one per record in the order listed.